Entry 1:
C33H28BrN4O3PSTi | ωB97M-V with the def2-TZVPD basis set

```
72
Properties=species:S:1:pos:R:3:lowdin_spin:R:1
Ti -1.901 -0.335 0.305 0.937
C -5.819 -2.219 -0.618 0.002
C -4.387 -1.870 -0.401 0.012
N -3.979 -0.757 0.075 -0.003
N -4.867 0.227 0.404 0.002
C -4.373 1.411 0.133 0.002
N -5.091 2.486 0.487 -0.002
S -2.845 1.665 -0.700 -0.009
C -3.297 -2.795 -0.782 0.003
C -3.519 -3.998 -1.421 0.001
C -2.430 -4.790 -1.763 0.003
C -1.153 -4.355 -1.465 0.001
C -1.007 -3.123 -0.854 0.004
N -2.049 -2.360 -0.532 0.005
H -6.452 -1.451 -0.188 0.000
H -6.050 -3.182 -0.159 0.000
H -6.031 -2.295 -1.687 0.001
H -5.994 2.352 0.910 0.000
H -4.816 3.399 0.177 0.000
H -4.526 -4.320 -1.643 0.000
H -2.584 -5.740 -2.257 0.000
H -0.283 -4.948 -1.706 0.000
H -0.030 -2.720 -0.612 0.000
Br 2.122 4.131 5.963 0.000
C 1.125 2.919 4.916 0.001
C 1.389 1.560 5.019 0.000
C 0.675 0.675 4.230 0.001
C -0.312 1.149 3.375 0.000
C -0.584 2.511 3.296 0.001
C 0.148 3.405 4.061 0.000
C -1.023 0.229 2.466 0.008
O -0.439 -0.727 1.878 0.001
O -2.243 0.455 2.144 -0.003
H 2.146 1.207 5.704 0.000
H 0.879 -0.388 4.274 0.000
H -1.360 2.862 2.628 0.000
H -0.040 4.468 3.999 0.000
O -0.186 0.007 -0.804 0.025
P 1.303 0.243 -0.974 0.005
C 1.749 1.858 -0.344 0.001
C 3.054 2.156 0.049 0.000
C 3.364 3.430 0.499 0.000
C 2.376 4.405 0.557 0.000
C 1.079 4.113 0.160 0.000
C 0.762 2.842 -0.295 0.000
C 2.322 -0.961 -0.127 0.001
C 2.569 -0.816 1.240 0.000
C 3.270 -1.797 1.922 0.000
C 3.714 -2.929 1.251 0.000
C 3.461 -3.085 -0.106 0.000
C 2.768 -2.103 -0.798 0.000
C 1.691 0.157 -2.720 0.000
C 0.651 0.040 -3.638 0.000
C 0.934 0.013 -4.998 0.000
C 2.246 0.106 -5.434 0.000
C 3.285 0.229 -4.519 0.000
C 3.011 0.256 -3.162 0.000
H 3.825 1.396 0.017 0.000
H 4.374 3.660 0.810 0.000
H 2.621 5.397 0.913 0.000
H 0.311 4.874 0.203 0.000
H -0.251 2.611 -0.597 0.000
H 2.210 0.057 1.770 0.000
H 3.469 -1.678 2.979 0.000
H 4.263 -3.692 1.786 0.000
H 3.814 -3.965 -0.627 0.000
H 2.589 -2.214 -1.860 0.000
H -0.370 -0.021 -3.285 0.000
H 0.128 -0.074 -5.714 0.000
H 2.464 0.088 -6.494 0.000
H 4.307 0.304 -4.864 0.000
H 3.821 0.353 -2.449 0.000
```

## Properties
Energy above the lowest of the compared OMol25 structures with the same formula, charge and spin in kJ/mol: 36.4
2S+1: 2
Net charge: +1
E_HOMO (spin up / spin down) in eV: -10.77 / -10.92
Orbital gap (spin up / spin down) in eV: 7.3424 / 7.4998


Entry 2:
C3H4N2O | ωB97M-V with the def2-TZVPD basis set

```
10
Properties=species:S:1:pos:R:3:nbo_charge:R:1
N 0.430 -2.608 1.028 -0.377
C -0.153 -1.675 0.660 0.266
C -0.798 -0.493 0.253 -0.755
C -0.055 0.639 -0.175 0.643
N 1.175 0.664 -0.672 -0.758
O -0.713 1.754 0.012 -0.641
H -1.715 -0.668 -0.282 0.266
H 1.692 1.529 -0.734 0.414
H 1.666 -0.210 -0.792 0.425
H -1.468 1.096 0.541 0.516
```

## Properties
Energy above the lowest of the compared OMol25 structures with the same formula, charge and spin in kJ/mol: 210.9
2S+1: 1
E_HOMO in eV: -8.66
Orbital gap in eV: 9.1435
SMILES string: N#C/C=C(\N)O


Entry 3:
C9H14Br3ClN2O3P | ωB97M-V with the def2-TZVPD basis set

```
33
Properties=species:S:1:pos:R:3:nbo_charge:R:1
O 6.348 0.721 -0.479 -0.510
C 5.060 0.827 -0.062 0.593
O 4.196 -0.366 0.205 -0.549
C 3.077 -0.302 -0.770 -0.090
C 2.291 -1.745 -0.903 -0.434
C 0.695 -1.636 -0.526 -0.419
C -0.225 -1.372 -1.889 -0.459
C -0.982 0.075 -1.647 0.232
C -0.770 1.361 -2.645 -0.072
N -1.629 2.417 -1.955 -0.511
C -2.346 1.932 -0.712 0.226
N -1.943 0.457 -0.540 -0.736
P -2.587 -0.522 0.809 1.317
O -4.324 -0.181 0.796 -0.952
Cl -2.475 -2.617 0.417 -0.271
H 4.644 1.939 0.026 0.168
H 2.367 0.581 -0.419 0.174
H 3.550 -0.044 -1.809 0.196
H 2.382 -2.114 -2.010 0.224
H 2.764 -2.515 -0.148 0.261
H 0.451 -0.797 0.261 0.214
H 0.371 -2.666 -0.032 0.247
H 0.444 -1.275 -2.861 0.256
H -1.057 -2.184 -2.030 0.266
H -0.131 1.448 -3.623 0.304
H -1.727 3.404 -2.299 0.464
H -3.083 2.584 -0.051 0.310
H -4.643 -0.696 -0.024 0.504
C -2.161 0.768 5.030 -0.489
Br -2.564 -0.499 6.450 0.122
Br -0.297 0.675 4.483 0.086
Br -3.369 0.569 3.518 0.093
H -2.325 1.770 5.440 0.234
```

## Properties
2S+1: 1
Net charge: +1
E_HOMO in eV: -12.48
Orbital gap in eV: 7.8880


Entry 4:
C2H10O2Si2 | ωB97M-V with the def2-TZVPD basis set

```
16
Properties=species:S:1:pos:R:3:nbo_charge:R:1
C 1.298 0.922 -0.984 -1.139
Si -0.185 0.585 0.126 2.022
C -0.247 0.941 2.030 -1.120
O -1.216 1.656 -0.768 -1.075
O -0.633 -0.884 -0.545 -1.263
Si -0.258 -2.509 -0.661 1.246
H 2.149 1.443 -0.535 0.231
H 1.728 0.051 -1.422 0.233
H 0.742 1.454 -1.795 0.271
H -0.194 2.030 2.100 0.251
H -1.047 0.767 2.678 0.250
H 0.603 0.391 2.417 0.239
H -2.052 1.759 -0.392 0.474
H 0.758 -2.588 -1.717 -0.207
H -1.638 -2.849 -1.028 -0.193
H 0.192 -3.170 0.496 -0.220
```

## Properties
Energy above the lowest of the compared OMol25 structures with the same formula, charge and spin in kJ/mol: 121.6
2S+1: 1
E_HOMO in eV: -10.15
Orbital gap in eV: 10.7608
SMILES string: C[Si](C)(O)O[SiH3]


Entry 5:
C3H2NOS2 | ωB97M-V with the def2-TZVPD basis set

```
9
Properties=species:S:1:pos:R:3:nbo_charge:R:1
C -0.023 -1.829 -0.847 -0.685
C -0.086 0.923 -0.148 -0.465
C -1.195 0.205 1.848 0.199
N -0.380 0.664 1.073 -0.424
O 1.050 0.013 -2.312 -0.997
S -1.937 -0.071 3.277 -0.249
S 0.814 -0.468 -0.913 1.283
H -0.205 -1.978 0.177 0.141
H 0.474 1.862 -0.432 0.196
```

## Properties
Energy above the lowest of the compared OMol25 structures with the same formula, charge and spin in kJ/mol: 670.0
2S+1: 1
Net charge: -1
E_HOMO (spin up / spin down) in eV: -3.14 / -3.17
Orbital gap (spin up / spin down) in eV: 6.0577 / 6.2093


Entry 6:
C3H12NO2 | ωB97M-V with the def2-TZVPD basis set

```
18
Properties=species:S:1:pos:R:3:nbo_charge:R:1
C 2.353 -0.495 -0.803 -0.630
C 1.263 -1.547 -0.659 -0.223
C -0.904 -0.919 -1.732 0.102
N -0.029 -0.795 -0.738 -0.398
H 2.442 0.041 0.091 0.223
H 2.014 0.331 -1.427 0.221
H 3.335 -0.827 -1.149 0.259
H 1.325 -1.962 0.399 0.247
H 1.165 -2.224 -1.502 0.217
H -1.568 -0.055 -1.852 0.233
H -0.780 -1.684 -2.403 0.207
H -0.266 -0.042 0.009 0.484
H -1.225 1.225 1.785 0.512
H 0.263 1.649 1.672 0.502
O -0.435 1.045 1.315 -0.988
H -3.060 1.662 2.977 0.492
H -3.285 2.581 1.806 0.502
O -2.606 2.015 2.211 -0.961
```

## Properties
Energy above the lowest of the compared OMol25 structures with the same formula, charge and spin in kJ/mol: 132.5
2S+1: 1
Net charge: +1
E_HOMO in eV: -15.53
Orbital gap in eV: 10.8856


Entry 7:
C2H3NO | ωB97M-V with the def2-TZVPD basis set

```
7
Properties=species:S:1:pos:R:3:nbo_charge:R:1
C 0.346 0.380 0.149 -0.295
C -0.407 -0.830 0.470 0.215
O 0.166 -0.956 1.735 -0.392
N 1.246 -0.536 0.790 -0.108
H 0.255 0.424 -0.909 0.202
H 0.061 1.246 0.644 0.183
H -0.578 -1.679 -0.157 0.195
```

## Properties
Energy above the lowest of the compared OMol25 structures with the same formula, charge and spin in kJ/mol: 508.6
2S+1: 1
E_HOMO (spin up / spin down) in eV: -9.05 / -9.05
Orbital gap (spin up / spin down) in eV: 9.5309 / 9.5314
SMILES string: C1[C@@H]2ON12


Entry 8:
C5H12N2 | ωB97M-V with the def2-TZVPD basis set

```
19
Properties=species:S:1:pos:R:3:nbo_charge:R:1
C -0.932 1.319 0.297 -0.275
C 0.529 1.295 0.796 -0.415
C 1.836 0.372 -0.339 -0.186
C 2.258 -0.886 -0.342 -0.461
N -1.217 0.486 -0.884 -0.628
C -1.484 -0.951 -0.418 -0.067
N -0.833 -1.498 0.736 -0.846
H -1.565 1.030 1.141 0.200
H -1.051 2.384 0.009 0.200
H 0.823 0.612 1.589 0.217
H 1.110 2.143 0.474 0.213
H 2.146 1.262 -0.881 0.189
H 3.205 -1.200 -0.783 0.209
H 1.931 -1.723 0.276 0.210
H -0.410 0.579 -1.514 0.359
H -2.574 -0.952 -0.314 0.183
H -1.232 -1.594 -1.265 0.181
H -1.275 -1.354 1.640 0.358
H 0.055 -1.017 0.816 0.360
```

## Properties
Energy above the lowest of the compared OMol25 structures with the same formula, charge and spin in kJ/mol: 407.1
2S+1: 1
E_HOMO in eV: -8.64
Orbital gap in eV: 9.7109